# 1
11
Properties=species:S:1:pos:R:3:forces:R:3 method="wB97M-V/def2-TZVPD" total_charge=0 smiles="FC1(F)C=CSC1"
C -0.76266 0.34896 -0.36007 0.91 -0.36 0.84
C 0.64762 1.00244 -0.50682 -0.06 -0.38 -0.07
C 0.62203 -1.16570 0.87735 -0.54 0.34 0.20
C -0.60340 -1.00956 0.32088 2.06 0.75 -0.03
H 0.63675 2.07296 -0.33323 -0.35 0.06 0.10
H 1.09116 0.83980 -1.48348 -0.25 -0.22 -0.22
H 0.95600 -2.01278 1.51414 -0.34 0.68 -0.70
H -1.38986 -1.73780 0.32463 -0.25 -0.11 0.07
F -1.46495 0.26572 -1.51776 0.31 0.07 -0.22
F -1.49725 1.17161 0.44877 -0.35 0.14 0.16
S 1.76455 0.22435 0.71559 -1.14 -0.95 -0.15

***

# 2
260
Properties=species:S:1:pos:R:3:forces:R:3 method="wB97M-V/def2-TZVPD" total_charge=0
C -4.44581 -0.42674 2.32233 -0.13 -0.67 -1.73
C -5.62981 -1.28270 2.81723 -0.85 1.30 -0.90
C -6.32903 -0.23289 3.68499 2.17 -1.00 0.74
O -5.12077 0.17995 4.42889 -0.71 0.74 0.73
C -3.94647 0.23693 3.53844 -0.77 0.09 2.28
H -4.72026 0.44491 1.72820 -0.58 -0.62 -0.85
H -3.73016 -1.05396 1.79077 0.26 0.29 -0.06
H -5.20487 -2.11126 3.38381 -0.36 0.18 0.41
H -6.35872 -1.69516 2.11961 0.46 0.03 -0.69
H -7.11663 -0.69047 4.28366 0.52 0.08 0.86
H -6.81942 0.61922 3.21431 0.39 -0.03 -0.66
H -3.09393 -0.21466 4.04574 -0.21 -0.50 0.16
H -3.66821 1.28498 3.42765 -0.16 0.14 -0.38
C 2.74641 1.18794 6.49913 -0.08 0.12 -2.39
C 2.28577 0.85348 7.84924 -1.01 -1.30 0.51
C 3.59137 0.77840 8.66034 -1.94 0.48 -0.60
O 4.46868 1.64490 7.94105 0.78 0.01 0.66
C 3.81292 2.17809 6.79589 0.40 0.64 -0.35
H 1.98172 1.55550 5.81483 -0.22 0.31 0.28
H 3.19572 0.37553 5.92797 0.15 -0.49 0.35
H 1.71996 -0.07737 7.88747 0.01 -0.15 0.07
H 1.57605 1.63106 8.13166 0.30 0.15 0.58
H 3.92685 -0.25647 8.72819 0.51 0.11 -0.24
H 3.28392 1.09223 9.65787 0.93 0.46 0.30
H 4.48545 2.34240 5.95399 0.58 -0.50 0.16
H 3.44086 3.18936 6.96016 -0.40 0.11 0.59
C -3.36994 -2.47165 -7.61507 -0.37 -1.52 1.73
C -3.79122 -1.07499 -7.25103 -1.14 1.33 -2.25
C -3.16661 -0.71105 -5.94331 -0.85 -1.06 -0.87
O -2.11790 -1.62560 -5.87918 2.14 -0.59 2.10
C -1.99337 -2.50857 -6.95834 -0.31 1.22 -2.14
H -3.46756 -2.74901 -8.66467 0.31 0.18 0.11
H -3.84047 -3.24003 -7.00166 -1.15 0.06 -0.27
H -4.85170 -0.83694 -7.33352 -0.19 -0.41 0.32
H -3.38528 -0.43961 -8.03816 0.32 0.25 -0.12
H -3.90209 -0.95241 -5.17591 0.26 0.48 0.59
H -2.80921 0.31868 -5.94783 -0.05 -0.01 0.40
H -1.63451 -3.49618 -6.66856 -0.02 0.23 0.20
H -1.37619 -2.05618 -7.73457 1.08 -0.15 0.20
C 4.48741 1.86464 -3.47180 -1.10 -0.73 0.59
C 4.68254 0.96060 -2.24249 0.50 0.50 -0.10
C 6.20908 1.01430 -2.13183 0.40 -1.30 -0.07
O 6.65794 2.27723 -2.59649 0.35 -0.29 0.96
C 5.72689 2.75616 -3.48602 -2.27 0.91 -1.04
H 3.53735 2.38622 -3.35594 0.11 0.44 -0.11
H 4.36588 1.28887 -4.38930 0.27 -0.22 0.03
H 4.21594 -0.01826 -2.35309 0.43 -0.16 -0.14
H 4.25492 1.38430 -1.33380 -0.11 0.29 -0.06
H 6.68008 0.28224 -2.78785 -0.13 -0.48 -0.14
H 6.59165 0.79716 -1.13455 0.01 0.41 0.10
H 6.00743 2.78504 -4.53891 0.93 0.22 0.01
H 5.37249 3.74262 -3.18701 0.55 0.24 0.09
C 5.09511 -4.06255 -0.81011 -0.27 -0.43 2.27
C 5.41696 -4.77413 -2.05303 0.63 -1.79 -1.80
C 5.19774 -3.76352 -3.20448 1.51 -0.94 1.38
O 4.20730 -2.98668 -2.64074 -3.22 0.57 -1.35
C 4.43716 -2.81296 -1.24841 1.75 2.22 -1.43
H 6.03682 -3.96831 -0.26936 -0.29 0.67 0.38
H 4.40799 -4.60973 -0.16469 0.13 -0.27 0.01
H 4.73116 -5.60493 -2.21901 0.08 -0.17 -0.03
H 6.42564 -5.16763 -1.92730 0.00 -0.21 -0.70
H 4.98082 -4.21551 -4.17233 -0.79 0.05 0.21
H 6.11109 -3.19662 -3.38477 0.32 0.45 0.14
H 3.60322 -2.38781 -0.68993 -0.36 -0.51 -0.36
H 5.16107 -2.00792 -1.37482 0.48 0.44 1.36
C 2.05003 -5.84134 0.89860 0.51 0.64 1.09
C 1.22716 -6.89427 1.62160 0.22 -1.60 -0.71
C 0.30486 -6.17036 2.52538 -0.97 -0.61 0.05
O 1.01404 -5.06229 2.92831 0.84 2.05 0.47
C 1.99349 -4.64542 1.95067 -0.46 -1.28 -0.87
H 1.67375 -5.68733 -0.11274 -0.18 0.63 0.28
H 3.10325 -6.10528 0.80299 -0.08 -0.34 -0.09
H 1.82685 -7.55245 2.25029 0.34 0.03 -0.16
H 0.66700 -7.54004 0.94535 0.11 -0.07 -0.17
H 0.03017 -6.78668 3.38142 0.21 0.11 0.33
H -0.65938 -5.93898 2.07282 -0.10 0.47 -0.48
H 2.95131 -4.52919 2.45778 -0.01 -0.12 0.10
H 1.76967 -3.68738 1.48143 -0.47 0.06 0.08
C 0.03939 -6.00914 -2.48158 0.69 0.62 1.51
C 1.17349 -5.01646 -2.78046 -0.77 0.44 -2.03
C 0.90741 -3.72935 -1.97698 -1.06 -1.91 0.90
O -0.38145 -4.02299 -1.29896 -0.16 0.16 0.29
C -1.09998 -5.10002 -1.91048 1.48 -1.36 -1.59
H 0.50251 -6.56756 -1.66807 -0.68 -0.43 0.43
H -0.12236 -6.75578 -3.25905 -0.49 0.47 -0.22
H 1.07546 -4.73130 -3.82793 0.43 -0.14 -0.28
H 2.10730 -5.56137 -2.64200 0.28 0.70 0.13
H 0.78138 -2.78140 -2.50005 0.17 -0.31 -0.42
H 1.71239 -3.64193 -1.24728 -0.38 0.34 0.45
H -1.77410 -4.84417 -2.72791 0.12 0.90 -0.22
H -1.75300 -5.70971 -1.28602 0.40 0.51 0.97
C -9.19363 2.21406 -2.07364 1.40 0.53 -0.18
C -7.87494 1.57691 -2.62766 -0.49 0.11 -1.57
C -7.02406 1.09303 -1.42875 -2.28 1.66 -0.66
O -7.76660 1.71833 -0.35051 0.86 -1.15 1.73
C -8.72311 2.70445 -0.72800 0.17 -1.16 0.39
H -9.96504 1.45426 -1.94819 -0.03 0.17 -0.02
H -9.55144 3.07481 -2.63862 -0.12 -0.36 -0.47
H -7.39161 2.27064 -3.31557 0.32 0.28 0.32
H -8.15153 0.75991 -3.29408 0.11 -0.26 0.10
H -5.98316 1.41393 -1.38808 -0.05 0.12 -0.20
H -7.08156 0.00506 -1.46189 -0.01 -0.04 0.91
H -8.25614 3.68100 -0.59996 -0.04 0.29 -0.78
H -9.57114 2.68638 -0.04344 0.21 -0.20 0.43
C 1.06210 -1.56009 3.98545 -1.51 0.25 -0.21
C 0.99136 -2.55373 5.10178 -1.77 -1.40 0.76
C -0.43656 -2.31120 5.75336 0.35 1.11 0.58
O -1.04803 -1.22346 5.03192 -1.81 -2.44 0.48
C -0.06875 -0.56347 4.38950 2.58 1.74 -0.52
H 0.73309 -2.19837 3.16542 0.29 0.85 -0.88
H 2.02802 -1.07618 3.84070 -0.17 -0.12 -0.19
H 1.88614 -2.57452 5.72391 -0.48 0.00 0.50
H 0.75755 -3.53538 4.68974 1.25 -0.22 -0.07
H -0.36498 -2.03017 6.80406 0.11 0.14 0.24
H -1.17341 -3.11290 5.70402 0.47 -0.41 -0.19
H 0.33278 0.09462 5.16008 0.77 0.69 -0.20
H -0.45846 0.07415 3.59600 -0.07 -0.26 -0.17
C 5.20822 -2.25301 3.35837 -1.53 0.10 -0.07
C 5.39519 -0.94223 4.11805 -2.51 -1.43 0.92
C 6.79501 -0.68721 3.88552 1.54 0.18 -0.06
O 7.43428 -1.99577 3.70351 0.65 1.05 0.21
C 6.44547 -2.99648 3.67673 -0.13 -0.36 -0.65
H 5.11870 -1.94149 2.31767 0.17 -0.48 -0.35
H 4.36204 -2.89135 3.61254 -0.44 0.45 0.06
H 5.30768 -1.09062 5.19434 -0.76 -0.06 0.08
H 4.70316 -0.18416 3.75126 0.11 0.16 0.25
H 7.15547 -0.19819 4.79051 0.86 0.07 -0.39
H 6.83296 -0.02405 3.02130 1.07 -0.23 -0.31
H 6.30279 -3.57227 4.59117 0.35 0.38 0.66
H 6.63710 -3.77672 2.94012 0.53 0.23 -0.37
C -3.86644 -3.95412 0.18288 0.97 0.94 1.09
C -4.98882 -4.93810 0.22245 -0.51 0.25 -0.10
C -5.39483 -4.89371 -1.23647 -1.61 -0.21 -1.09
O -4.84582 -3.76085 -1.93376 0.45 -1.70 0.03
C -4.17455 -3.00762 -0.96621 0.89 0.45 -0.48
H -2.94415 -4.51536 0.03284 0.15 0.34 -0.49
H -3.67051 -3.38933 1.09432 -0.28 -0.05 0.27
H -5.79881 -4.62453 0.88101 -0.01 -0.06 0.02
H -4.66850 -5.94990 0.47091 -0.05 0.13 0.27
H -6.46276 -4.72143 -1.37056 -0.27 -0.70 0.20
H -5.10724 -5.84366 -1.68699 0.04 0.19 -0.57
H -4.82983 -2.14473 -0.84738 0.20 0.28 1.21
H -3.22418 -2.65708 -1.36875 0.06 0.23 -0.22
C -4.33553 -4.55895 5.97777 -2.30 0.51 2.59
C -3.81344 -4.22340 4.66447 0.05 0.67 -1.57
C -2.87033 -5.41537 4.37093 -1.19 1.05 0.37
O -2.66485 -6.00448 5.65270 2.03 -0.52 -0.21
C -3.29331 -5.31801 6.74698 -0.39 -1.07 -1.85
H -5.21069 -5.20495 5.90786 -0.11 -0.07 -0.06
H -4.65266 -3.67272 6.52743 -0.19 0.10 0.02
H -3.47815 -3.18846 4.73213 1.35 -0.18 -0.29
H -4.61001 -4.09450 3.93168 -0.12 -0.55 -0.15
H -2.01066 -5.07951 3.79105 0.59 -0.26 0.57
H -3.39462 -6.17033 3.78506 -0.05 0.02 -0.24
H -2.60630 -4.73829 7.36346 0.09 -0.04 -0.06
H -3.78810 -6.14850 7.25053 0.31 0.39 0.85
C 4.93438 3.12325 1.87816 0.35 0.16 1.68
C 4.74569 3.93960 0.64951 1.08 -0.55 -1.11
C 3.90080 5.13907 1.00888 0.00 -0.01 0.32
O 3.34103 4.84745 2.29309 0.23 0.71 -0.39
C 3.69440 3.54117 2.66128 -0.51 -1.03 0.67
H 5.83488 3.37778 2.43711 0.05 0.76 0.08
H 5.14322 2.05977 1.76199 -0.89 -0.21 -0.44
H 4.13183 3.34646 -0.02833 0.35 -0.07 -0.43
H 5.73354 4.13840 0.23392 -0.32 0.29 -0.56
H 3.16723 5.16112 0.20298 -0.57 0.58 0.43
H 4.38830 6.10885 1.10874 0.24 -0.10 -0.29
H 2.82793 2.92719 2.41558 -0.01 -0.61 0.07
H 3.84450 3.52120 3.74071 -0.07 -0.03 0.05
C -4.75850 4.99344 -3.35967 0.78 -1.08 -0.27
C -5.34841 6.22368 -3.93059 -0.44 2.04 -0.63
C -6.20016 5.69482 -5.09018 0.98 -0.69 1.93
O -5.43269 4.55345 -5.55305 -0.08 -0.61 -0.49
C -4.33365 4.15983 -4.62105 -1.81 2.88 0.27
H -5.61084 4.50904 -2.88323 0.31 -0.55 0.34
H -3.95140 5.16749 -2.64805 -0.06 -0.13 0.04
H -4.65560 6.99482 -4.26743 0.64 -0.40 -0.37
H -5.92020 6.82288 -3.22199 -0.43 -0.40 0.25
H -6.46478 6.47739 -5.80128 0.48 -0.51 -0.60
H -7.12036 5.34805 -4.61997 -0.35 -0.29 -0.33
H -3.46088 4.60046 -5.10295 0.42 -0.37 0.33
H -4.22626 3.09267 -4.42677 -0.44 0.04 -0.43
C 4.36900 5.95697 -4.49732 0.61 -0.52 -0.16
C 3.31873 6.52246 -3.58576 -0.94 1.20 0.23
C 3.83699 6.29310 -2.16002 -0.29 -1.69 -1.49
O 5.23936 6.30527 -2.32589 0.23 0.22 1.03
C 5.59984 6.31870 -3.70848 0.38 -0.31 0.70
H 4.45901 6.35406 -5.50843 -0.46 0.35 0.08
H 4.31479 4.87715 -4.63575 -0.20 -0.12 0.26
H 2.31787 6.11689 -3.73364 -0.04 0.23 -0.04
H 3.35205 7.59886 -3.75416 -0.58 0.19 -0.12
H 3.52234 5.27479 -1.93167 0.08 -0.49 0.36
H 3.43725 6.87293 -1.32808 0.41 0.72 -0.38
H 6.35770 5.54233 -3.81335 0.44 0.49 -0.22
H 5.94074 7.33598 -3.90089 0.35 -0.13 -0.48
C -0.18550 -0.33390 -0.70777 -1.76 -2.20 -0.24
C -0.43563 1.11194 -0.43665 0.64 1.53 1.20
C -0.01385 1.25540 1.08066 0.58 0.13 -1.66
O 0.70821 0.04004 1.32812 -0.51 2.15 1.95
C 0.07558 -0.98894 0.63447 2.84 -0.56 -0.29
H 0.70484 -0.53652 -1.30301 -0.24 0.34 -0.24
H -1.02292 -0.92438 -1.07948 -0.13 0.41 -0.91
H -1.39472 1.60979 -0.57937 -0.34 -0.87 -0.28
H 0.27088 1.72421 -0.99706 0.01 -0.03 -0.19
H -0.85270 1.51254 1.72743 -0.23 -0.73 0.30
H 0.65504 2.11485 1.12575 0.38 -0.22 0.46
H -0.59324 -1.62034 1.21937 -1.02 0.65 -0.16
H 0.94150 -1.63442 0.48739 -0.18 -0.80 -0.16
C 3.85922 -1.46327 -5.91487 0.10 0.46 -0.19
C 2.45000 -0.91741 -5.66278 0.35 -0.22 2.11
C 1.58034 -2.06580 -6.05827 -0.88 0.45 -0.62
O 2.15929 -2.42846 -7.27507 0.57 -1.05 -0.90
C 3.59751 -2.34720 -7.16730 -0.38 0.23 0.16
H 4.27977 -1.96332 -5.04242 -0.68 -0.81 -0.04
H 4.58596 -0.65111 -5.93285 0.00 0.21 -1.12
H 2.23579 -0.00877 -6.22545 -0.03 -0.11 0.02
H 2.35286 -0.78181 -4.58562 -0.15 0.70 0.09
H 0.53684 -1.82380 -6.25986 0.02 0.35 -0.04
H 1.51194 -2.88077 -5.33768 0.60 -0.22 0.32
H 3.90134 -1.93259 -8.12849 0.38 0.12 0.20
H 4.00350 -3.35401 -7.06943 0.13 -0.05 0.08
C -0.10070 2.22128 -6.34606 -0.30 -2.28 1.50
C 0.05126 3.68160 -6.09650 -0.34 2.03 1.11
C 0.64139 4.17060 -7.34791 1.45 -1.93 -2.36
O 0.14057 3.18700 -8.29381 -0.28 2.55 -2.83
C 0.06751 1.90325 -7.79542 -0.56 1.21 -0.57
H -1.09379 1.92022 -6.01252 0.39 -0.60 0.46
H 0.74885 1.65822 -5.95963 -0.53 -0.03 1.41
H 0.60797 3.92054 -5.19037 0.39 -0.18 -0.08
H -0.83530 4.30515 -5.98116 -0.77 -0.80 0.17
H 1.71355 3.97892 -7.39091 0.51 0.61 0.33
H 0.41738 5.14353 -7.78531 -0.18 -0.04 0.47
H 0.96176 1.34742 -8.07733 0.22 -0.31 0.33
H -0.79504 1.43770 -8.27225 -0.02 -0.24 0.10
C -2.68105 2.75264 6.99692 -2.47 -2.48 -2.70
C -1.91024 3.89241 7.36336 1.71 2.67 3.13
C -0.44880 3.50567 7.20793 -0.12 -0.58 -0.81
O -0.47409 2.52073 6.18864 -0.77 -0.41 -0.97
C -1.70309 1.73675 6.44200 2.23 -0.05 0.29
H -3.28126 3.08246 6.14893 -0.51 -0.39 -0.06
H -3.37740 2.33722 7.72535 0.25 0.03 0.11
H -2.03410 4.03142 8.43734 -0.16 0.68 0.16
H -2.23443 4.80707 6.86697 0.42 -0.01 -0.08
H -0.06196 2.97128 8.07562 -0.06 0.44 0.63
H 0.21749 4.32658 6.94286 0.03 -0.13 -0.11
H -1.38051 0.99873 7.17642 -0.32 -0.22 0.39
H -1.92926 1.15628 5.54756 -0.28 0.47 -0.03
C -1.16851 4.38522 2.78757 0.61 0.78 0.88
C -0.73675 5.06591 1.52544 0.47 0.04 -0.62
C -1.59373 4.38547 0.46858 0.00 -0.42 0.59
O -2.75269 3.92862 1.16754 -0.93 0.46 -0.18
C -2.64489 4.30774 2.52828 0.28 -1.23 0.21
H -0.99661 5.03662 3.64445 0.23 -0.15 0.19
H -0.65851 3.43971 2.97192 -0.29 -0.13 -0.06
H 0.32305 5.02759 1.27353 0.06 0.06 0.20
H -1.05966 6.10289 1.61768 0.22 0.20 -0.25
H -1.21322 3.42186 0.12981 0.75 0.69 -0.69
H -1.80787 5.11777 -0.30988 -0.33 -0.42 -0.37
H -3.03925 3.48608 3.12615 -0.69 0.35 0.07
H -3.10735 5.27813 2.70879 -0.32 -0.05 0.18

***

Calculated values (eV) of Kohn-Sham gap for the records, taken in order: 9.694 9.405.
Calculated values (hartree) of E_tot for the records, taken in order: -752.72326 -4648.29906.